## i
20
Properties=species:S:1:pos:R:3 method="wB97M-V/def2-TZVPD" charge=0 homo_ha=-0.3415
C 0.921 0.217 0.684
C 2.210 -0.010 -0.097
C 0.464 1.669 0.609
C -0.432 -0.915 -0.880
O 0.198 -2.102 -0.986
O -0.618 -0.122 -1.760
H 0.665 -2.105 -1.834
H 1.124 -0.056 1.731
H 2.553 -1.041 -0.016
H -0.376 1.857 1.281
H 2.059 0.232 -1.150
H 3.003 0.650 0.259
H 0.150 1.900 -0.410
H 1.263 2.356 0.894
C -2.653 -0.388 0.162
O -1.417 -1.097 0.286
H -0.178 -0.449 0.792
H -3.462 -1.107 0.044
H -2.792 0.202 1.070
H -2.683 0.308 -0.678



## ii
20
Properties=species:S:1:pos:R:3 method="wB97M-V/def2-TZVPD" charge=0 homo_ha=-0.3722
O -0.864 1.537 0.718
C 0.080 1.714 0.002
O 0.759 2.857 -0.025
C 0.702 0.635 -0.843
C -0.338 -0.201 -1.600
C -1.209 -1.174 -0.760
C -0.693 -2.633 -0.760
H 0.452 3.490 0.606
H 1.270 0.024 -0.136
H 1.425 1.045 -1.548
H -1.079 0.420 -2.108
H 0.092 -0.851 -2.355
H -1.235 -0.908 0.289
H -2.217 -1.163 -1.160
H 0.226 -2.747 -1.347
H -1.444 -3.362 -1.051
H -0.362 -2.965 0.231
H 1.220 -2.555 2.820
H 1.633 -1.236 3.414
O 1.242 -1.603 2.646



The data favor ii; the next most stable structure lies 58.1 kcal/mol above it.